(1)
Formula: C36H44Br6O14S2
Source: OMol25
Level of theory: ωB97M-V with the def2-TZVPD basis set

ORCA input file:
```
! RIJCOSX wB97M-V def2-TZVPD def2/J DEFGRID3
* xyz 0 1
Br -5.380 3.573 2.342
C -5.546 1.617 1.993
C -5.095 1.372 0.589
Br -5.423 -0.568 0.154
H -6.597 1.428 2.171
H -4.886 1.098 2.681
H -4.036 1.582 0.481
H -5.598 1.992 -0.150
Br -2.574 1.920 -1.965
C -3.542 0.661 -3.120
C -2.530 -0.297 -3.716
Br -3.418 -1.289 -5.220
H -3.860 1.245 -3.980
H -4.377 0.223 -2.586
H -2.224 -1.100 -3.052
H -1.705 0.213 -4.197
Br -1.822 -1.908 4.918
C -3.062 -0.663 5.855
C -2.806 0.668 5.179
Br -4.258 1.911 5.613
H -2.914 -0.600 6.928
H -4.076 -0.994 5.649
H -2.664 0.637 4.106
H -1.922 1.109 5.641
O 2.986 2.224 -3.609
S 4.119 1.350 -3.600
O 4.209 0.196 -4.461
O 5.448 2.228 -3.965
C 5.706 3.430 -3.224
C 6.913 4.080 -3.876
C 4.539 0.777 -1.946
H 5.924 3.216 -2.177
H 4.831 4.064 -3.394
H 7.858 3.560 -3.692
H 6.983 5.129 -3.602
H 6.867 3.941 -4.960
H 4.489 1.645 -1.290
H 5.529 0.337 -1.979
H 3.748 0.080 -1.684
O -5.280 -4.628 -0.364
S -4.111 -4.597 -1.210
O -3.201 -5.693 -1.233
O -4.534 -4.319 -2.742
C -5.739 -3.583 -3.024
C -6.941 -4.500 -3.132
C -3.214 -2.997 -0.827
H -5.525 -2.967 -3.898
H -5.810 -2.797 -2.259
H -7.020 -5.144 -2.257
H -6.746 -5.192 -3.953
H -7.865 -3.949 -3.287
H -3.596 -2.230 -1.484
H -2.172 -3.286 -0.948
H -3.433 -2.937 0.235
C 2.109 -0.674 5.985
C 1.704 0.549 6.334
C 0.716 0.805 7.383
O 0.284 1.893 7.705
C 0.218 -0.414 8.075
C 0.617 -1.645 7.726
C 1.697 -1.898 6.739
O 2.195 -2.967 6.469
H 2.903 -0.640 5.247
H 2.031 1.443 5.810
H -0.598 -0.290 8.777
H 0.236 -2.537 8.213
C 4.878 3.434 3.039
C 5.782 3.657 2.064
C 6.389 2.541 1.277
O 6.982 2.819 0.253
C 6.018 1.169 1.668
C 5.037 0.967 2.564
C 4.446 2.057 3.358
O 3.692 1.873 4.296
H 4.495 4.329 3.509
H 6.112 4.683 1.974
H 6.350 0.326 1.078
H 4.594 -0.020 2.589
C 1.181 -0.227 2.256
C -0.135 -0.214 2.498
C -1.190 -0.266 1.470
O -2.374 -0.258 1.728
C -0.682 -0.348 0.075
C 0.625 -0.370 -0.193
C 1.666 -0.313 0.850
O 2.852 -0.407 0.614
H 1.945 -0.046 3.000
H -0.442 -0.119 3.532
H -1.338 -0.544 -0.761
H 0.959 -0.474 -1.221
C 0.052 0.381 -7.004
C 0.617 0.550 -5.801
C 0.905 -0.566 -4.881
O 1.358 -0.296 -3.789
C 0.682 -1.907 -5.467
C -0.011 -2.078 -6.600
C -0.333 -0.982 -7.529
O -0.972 -1.175 -8.537
H -0.413 1.180 -7.572
H 0.632 1.588 -5.489
H 0.997 -2.732 -4.838
H -0.116 -3.101 -6.945
*
```

Its energy is -508629.7307 eV. The HOMO energy is -10.2058 eV.

Results of the Löwdin charge analysis, in e, for atoms 1 through 2: 0.58, -0.66



(2)
Formula: C36H44ClIN2OOsP2S
Source: OMol25
Level of theory: ωB97M-V with the def2-TZVPD basis set

ORCA input file:
```
! RIJCOSX wB97M-V def2-TZVPD def2/J DEFGRID3
* xyz 1 6
Os -0.197 1.314 0.250
C 2.570 -2.739 -0.101
C 2.675 -1.319 -0.668
C 3.521 -1.379 -1.944
P 3.498 -0.194 0.568
C 3.007 1.538 0.144
C 3.406 2.440 1.307
C 3.626 2.051 -1.152
C 2.521 -0.640 2.081
C 3.389 -1.126 3.050
C 3.011 -1.915 4.139
C 4.022 -2.405 5.129
C 1.679 -2.314 4.193
C 0.768 -1.812 3.295
C 1.119 -0.871 2.292
N 0.101 -0.281 1.578
C -1.225 -0.353 2.106
C -1.518 -0.128 3.458
C -2.824 -0.118 3.889
C -3.891 -0.333 3.009
C -5.307 -0.314 3.503
C -3.600 -0.522 1.667
C -2.287 -0.517 1.199
P -1.779 -0.512 -0.535
C -3.150 0.067 -1.617
C -3.629 1.457 -1.183
C -4.332 -0.878 -1.844
C -1.294 -2.246 -0.939
C -2.191 -3.290 -0.274
C -1.179 -2.483 -2.446
H 2.243 -3.427 -0.886
H 1.872 -2.818 0.730
H 3.545 -3.089 0.250
H 1.665 -0.947 -0.882
H 4.518 -1.756 -1.707
H 3.644 -0.414 -2.432
H 3.073 -2.069 -2.665
H 1.907 1.548 0.008
H 4.496 2.500 1.365
H 3.032 2.078 2.263
H 3.019 3.449 1.153
H 4.708 1.895 -1.148
H 3.446 3.125 -1.242
H 3.215 1.573 -2.039
H 4.447 -0.927 2.917
H 4.875 -1.731 5.189
H 4.396 -3.389 4.835
H 3.585 -2.504 6.122
H 1.352 -3.017 4.950
H -0.256 -2.151 3.357
H -0.715 0.075 4.152
H -3.030 0.074 4.936
H -5.403 -0.857 4.443
H -5.987 -0.758 2.778
H -5.632 0.713 3.684
H -4.416 -0.674 0.973
H -2.625 0.182 -2.574
H -4.259 1.398 -0.295
H -4.225 1.894 -1.986
H -2.811 2.145 -0.968
H -4.895 -1.064 -0.930
H -4.033 -1.840 -2.257
H -5.018 -0.415 -2.555
H -0.295 -2.321 -0.494
H -3.225 -3.211 -0.615
H -2.184 -3.203 0.812
H -1.833 -4.288 -0.535
H -2.159 -2.643 -2.894
H -0.590 -3.384 -2.626
H -0.703 -1.658 -2.977
Cl -0.188 4.401 -6.261
C -0.308 3.999 -4.582
C -0.839 4.901 -3.708
C -0.946 4.600 -2.334
I -1.772 5.987 -1.037
C -0.515 3.387 -1.850
O -0.581 3.070 -0.566
C 0.031 2.443 -2.760
N 0.427 1.260 -2.219
C 0.930 0.352 -3.024
C 1.092 0.547 -4.405
C 0.704 1.734 -4.960
C 0.146 2.731 -4.135
H -1.182 5.860 -4.071
H 1.231 -0.586 -2.576
H 1.524 -0.242 -5.006
H 0.818 1.922 -6.019
S 0.487 2.924 3.200
C -0.310 2.440 1.952
*
```

The energy above the lowest of the compared OMol25 structures with the same formula, charge and spin is 0.000 eV. Its energy is -95568.6617 eV. The HOMO energy (spin up / spin down) is -8.8301 / -10.4255 eV.

Results of the Löwdin charge analysis, in e, for atoms 1 through 2: 1.32, -0.11



(3)
Formula: C36H44CoN5OP2Si
Source: OMol25
Level of theory: ωB97M-V with the def2-TZVPD basis set

ORCA input file:
```
! RIJCOSX wB97M-V def2-TZVPD def2/J DEFGRID3
* xyz 1 2
Co -0.563 -0.530 -0.273
C 2.590 2.355 0.246
N 1.461 1.430 0.321
P 1.531 -0.271 0.413
C 1.902 -0.728 2.120
C 1.702 -2.059 2.486
C 1.935 -2.463 3.791
C 2.349 -1.535 4.741
C 2.528 -0.206 4.385
C 2.305 0.198 3.074
C 3.011 -0.656 -0.545
C 4.163 -1.193 0.014
C 5.284 -1.402 -0.782
C 5.257 -1.065 -2.125
C 4.106 -0.520 -2.687
C 2.986 -0.322 -1.901
P -0.070 1.670 -0.364
C 0.124 2.246 -2.070
C 0.678 3.487 -2.388
C 0.896 3.831 -3.713
C 0.553 2.945 -4.727
C -0.011 1.715 -4.421
C -0.226 1.365 -3.095
C -0.732 3.109 0.526
C -0.354 3.312 1.853
C -0.890 4.364 2.581
C -1.826 5.207 1.997
C -2.219 5.003 0.682
C -1.669 3.962 -0.054
H 3.327 2.116 1.011
H 2.232 3.370 0.420
H 3.079 2.310 -0.729
H 1.340 -2.771 1.753
H 1.789 -3.498 4.070
H 2.530 -1.849 5.760
H 2.844 0.516 5.126
H 2.437 1.237 2.805
H 4.189 -1.458 1.064
H 6.178 -1.827 -0.347
H 6.132 -1.228 -2.740
H 4.084 -0.262 -3.738
H 2.081 0.085 -2.340
H 0.935 4.186 -1.602
H 1.329 4.792 -3.956
H 0.721 3.220 -5.760
H -0.291 1.032 -5.212
H -0.680 0.409 -2.854
H 0.363 2.643 2.315
H -0.576 4.527 3.604
H -2.245 6.028 2.565
H -2.943 5.662 0.222
H -1.961 3.828 -1.089
C -3.864 1.135 -1.022
C -3.645 -0.349 -1.089
C -4.696 -1.226 -1.260
C -4.436 -2.602 -1.305
C -3.152 -3.076 -1.186
C -2.122 -2.127 -1.063
N -2.382 -0.800 -1.026
N -0.801 -2.360 -0.859
Si -0.040 -3.866 -1.293
C -0.466 -4.287 -3.062
C 1.807 -3.710 -1.139
C -0.561 -5.266 -0.159
H -4.463 1.408 -0.150
H -4.405 1.486 -1.901
H -2.910 1.658 -0.979
H -5.703 -0.845 -1.356
H -5.261 -3.295 -1.416
H -2.931 -4.131 -1.159
H -0.100 -3.511 -3.740
H -1.541 -4.388 -3.218
H 0.001 -5.231 -3.350
H 2.209 -2.951 -1.809
H 2.265 -4.665 -1.413
H 2.133 -3.473 -0.123
H -1.583 -5.610 -0.322
H -0.477 -4.960 0.887
H 0.097 -6.126 -0.309
C -3.376 1.641 3.237
N -2.669 0.793 2.300
C -1.728 -0.115 2.621
N -1.446 -0.292 3.934
O -1.107 -0.756 1.759
H -3.943 2.379 2.674
H -2.681 2.182 3.882
H -4.076 1.072 3.853
H -2.823 0.909 1.312
H -2.051 0.041 4.662
H -0.771 -1.006 4.156
*
```

The energy above the lowest of the compared OMol25 structures with the same formula, charge and spin is 0.000 eV. Its energy is -111626.7727 eV. The HOMO energy (spin up / spin down) is -9.8660 / -9.8974 eV.

Results of the Löwdin charge analysis, in e, for atoms 1 through 2: 0.24, -0.11